58
Properties=species:S:1:pos:R:3:forces:R:3:lowdin_charge:R:1 method="wB97M-V/def2-TZVPD" e_above_lowest_kcal_mol=2.9 smiles="O=C(NCCCC1CCCC1)[C@@H]1CCC(=O)N(Cc2cccc(C(F)(F)F)c2)C1" homo_lumo_gap_ev=9.630 fmax_ev_per_a=0.8 e_tot_ha=-1415.3928 homo_energy_ev=-9.125
C 6.040 -2.198 -1.363 0.1 0.0 0.0 -0.061
F 8.417 0.352 0.871 0.1 -0.3 0.0 0.135
C -6.218 1.916 -1.319 0.1 0.1 0.0 -0.200
H 2.679 0.435 -2.194 0.0 -0.2 0.1 0.137
H 6.412 -3.156 -1.692 0.0 -0.1 0.0 0.106
N -1.355 -1.601 1.335 -0.4 -0.1 0.2 0.066
H -1.644 -1.090 2.154 0.2 0.0 0.0 0.147
C -2.321 -2.510 0.757 -0.3 -0.2 0.0 -0.179
O 0.281 -1.968 -0.171 0.2 -0.2 -0.4 0.076
C 0.677 -0.328 1.565 0.2 -0.2 -0.3 -0.188
H -6.219 2.885 -1.816 -0.1 0.0 -0.1 0.105
C 6.895 -1.314 -0.729 0.0 0.1 0.0 -0.016
H -5.727 -0.768 -0.848 0.0 0.0 0.0 0.143
H 4.712 1.227 -0.211 -0.1 0.1 0.1 0.136
H -3.294 -1.044 -1.377 0.1 0.0 -0.1 0.126
H 0.580 3.075 0.806 0.1 0.0 0.0 0.124
H 2.177 -1.160 -1.570 0.1 0.1 0.0 0.122
C 7.299 0.904 0.375 0.2 0.2 0.1 -0.585
H -0.736 1.019 0.617 0.0 0.0 0.1 0.114
C 0.027 1.062 1.398 0.0 0.1 0.1 -0.129
H -0.461 1.373 2.324 -0.1 0.0 -0.1 0.115
C 4.217 -0.633 -1.152 0.1 0.0 0.1 -0.181
H -6.188 0.123 1.246 0.0 0.0 0.1 0.108
C -3.682 -1.842 0.578 0.4 0.1 -0.2 -0.183
H -4.091 1.683 -1.586 0.1 0.0 0.0 0.120
N 2.220 0.404 -0.204 0.0 -0.3 -0.2 -0.051
H 4.048 -2.566 -2.048 -0.1 -0.1 0.0 0.116
H 2.448 -1.344 0.864 0.0 0.1 0.0 0.137
H -5.040 0.652 -2.666 0.1 0.0 -0.1 0.114
H -2.907 0.064 -0.064 0.0 0.1 0.0 0.104
H -4.038 -1.490 1.549 -0.1 0.0 0.1 0.109
C -5.482 0.736 0.687 -0.1 -0.1 0.0 -0.157
F 6.690 1.512 1.411 -0.2 0.0 0.0 0.133
H 0.701 -0.613 2.622 0.0 0.0 0.0 0.147
C -4.993 -0.002 -0.576 0.4 0.1 -0.1 -0.338
H 1.810 2.241 1.769 0.0 0.0 0.0 0.125
H 2.781 0.131 1.792 0.0 -0.1 0.0 0.133
C 2.774 -0.267 -1.358 -0.1 0.1 -0.4 -0.090
C -6.138 2.042 0.203 -0.1 0.0 0.0 -0.188
H -1.912 -2.825 -0.206 -0.1 0.0 0.1 0.121
C 4.712 -1.864 -1.565 0.0 0.1 0.0 -0.022
C -0.135 -1.384 0.807 0.2 0.3 0.7 -0.463
C 2.121 -0.317 1.039 -0.2 -0.2 0.5 -0.107
C 1.060 2.113 0.986 -0.2 0.1 -0.1 -0.080
H -7.118 2.198 0.651 0.0 0.1 0.1 0.102
F 7.702 1.890 -0.448 -0.1 0.0 -0.2 0.142
C -4.994 1.076 -1.664 -0.3 -0.1 0.0 -0.171
H -5.512 2.895 0.467 0.0 0.0 0.0 0.105
C -3.634 -0.676 -0.407 -0.4 -0.2 0.1 -0.180
C 5.077 0.261 -0.528 0.1 -0.2 -0.1 0.045
H -2.423 -3.392 1.400 0.0 0.0 -0.1 0.121
H -7.124 1.381 -1.606 -0.1 0.0 -0.1 0.110
C 1.731 1.659 -0.297 0.0 0.3 0.3 -0.466
H -4.389 -2.591 0.219 -0.1 0.0 0.1 0.118
H -4.642 0.957 1.346 0.1 -0.1 0.1 0.106
H 7.928 -1.571 -0.555 0.1 0.0 0.0 0.118
C 6.402 -0.085 -0.310 0.0 0.0 0.0 -0.113
O 1.796 2.333 -1.305 -0.1 0.3 -0.3 0.063